The following is a quantum chemistry calculation of an isolated molecule of C3H4N2O in a non-equilibrium geometry, from the Open Molecules 2025 dataset.

Cartesian coordinates (Å):
O -1.350 1.573 0.480
N 0.340 -1.421 -0.196
N 0.814 0.794 -0.059
C -0.933 -0.669 -0.069
C -0.565 0.759 0.048
C 1.262 -0.527 -0.188
H 2.337 -0.726 -0.263
H -1.665 -0.992 -0.807
H -1.592 -0.350 0.825
H 1.356 1.598 0.216

Results
- Multiplicity: 1
- Energy: -8202.3203 eV
- Energy above the lowest of the compared OMol25 structures with the same formula, charge and spin: 151.0 kJ/mol
- Highest occupied orbital energy: -0.356 hartree
- Structure (SMILES): O=C1CN=CN1
- Frontier orbital gap: 10.44 eV

=====

The following is a quantum chemistry calculation of a 2-piece molecular cluster, C4H3FO overall in a non-equilibrium geometry, from the Open Molecules 2025 dataset.

Cartesian coordinates (Å):
F -2.024 -0.071 0.579
O 1.805 0.000 0.230
C 1.195 0.425 -0.637
C 0.539 0.757 -1.716
C -2.867 1.715 -0.852
C -2.305 0.902 -0.197
H 0.128 -0.057 -2.196
H -3.250 2.353 -1.578
H 0.085 1.676 -1.980

Results
- Multiplicity: 1
- Energy: -8957.1560 eV
- Energy above the lowest of the compared OMol25 structures with the same formula, charge and spin: 305.9 kJ/mol
- Highest occupied orbital energy: -0.341 hartree
- Structure (SMILES): C=C=O.C#CF
- Frontier orbital gap: 9.96 eV

=====

The following is a quantum chemistry calculation of an isolated ion of composition C5H9NP and charge +1 in a non-equilibrium geometry, from the Open Molecules 2025 dataset.

Cartesian coordinates (Å):
P -0.546 1.410 1.112
N -1.063 -1.405 0.657
C -0.412 -0.184 0.037
C 1.954 0.796 0.346
C 1.415 -0.325 -0.182
C 1.086 1.704 1.088
C -1.078 0.101 -1.289
H -2.118 0.609 -1.219
H 2.930 0.989 0.228
H -0.548 0.761 -1.878
H -1.415 -2.151 -0.012
H -1.336 -0.672 -2.002
H 1.457 2.594 1.668
H -1.826 -1.265 1.228
H -0.381 -2.056 1.129
H 1.881 -0.906 -0.911

Results
- Multiplicity: 1
- Charge: +1
- Energy: -16099.9711 eV
- Energy above the lowest of the compared OMol25 structures with the same formula, charge and spin: 159.5 kJ/mol
- Highest occupied orbital energy: -0.474 hartree
- Structure (SMILES): C[C@@]1([NH3+])C=CC=P1
- Frontier orbital gap: 8.33 eV

=====

The following is a quantum chemistry calculation of an isolated molecule of C3H5NO3 in a non-equilibrium geometry, from the Open Molecules 2025 dataset.

Cartesian coordinates (Å):
O -0.109 1.023 0.272
O -1.896 -0.108 0.939
O -1.358 -0.035 -1.255
N 0.110 -1.409 0.118
C -0.929 -0.049 -0.009
C 1.240 -0.875 0.059
C 1.204 0.656 0.007
H 1.814 1.121 0.639
H 1.566 0.974 -1.107
H -2.202 0.429 -1.402
H 2.272 -1.245 -0.021
H -1.714 -0.482 1.761

Results
- Multiplicity: 1
- Energy: -10822.8690 eV
- Energy above the lowest of the compared OMol25 structures with the same formula, charge and spin: 272.0 kJ/mol
- Highest occupied orbital energy: -0.365 hartree
- Structure (SMILES): OC1(O)N=CCO1
- Frontier orbital gap: 10.72 eV

=====

The following is a quantum chemistry calculation of an isolated ion of composition C9H9N2S and charge +1 in a non-equilibrium geometry, from the Open Molecules 2025 dataset.

Cartesian coordinates (Å):
S 0.195 1.771 0.386
N -2.357 -1.394 -0.017
N 1.438 0.499 0.309
C -2.487 1.310 -0.271
C -1.254 0.763 0.160
C -1.319 -0.674 0.298
C -0.119 -1.211 0.773
C -3.634 0.529 -0.529
C 1.085 -0.687 0.878
C 3.851 -0.111 -0.333
C -3.539 -0.814 -0.327
C 2.613 0.747 -0.197
H 1.902 -1.249 1.370
H -2.332 2.342 -0.560
H 4.758 0.461 0.138
H 2.551 1.824 -0.416
H -4.559 1.025 -0.756
H -0.336 -2.180 1.346
H 3.599 -1.195 -0.065
H -4.302 -1.595 -0.758
H 4.248 -0.162 -1.428

Results
- Multiplicity: 1
- Charge: +1
- Energy: -23284.8458 eV
- Energy above the lowest of the compared OMol25 structures with the same formula, charge and spin: 58.5 kJ/mol
- Highest occupied orbital energy: -0.464 hartree
- Structure (SMILES): C/C=[N+]1\C=Cc2ncccc2S1
- Frontier orbital gap: 7.80 eV

=====

The following is a quantum chemistry calculation of a 3-piece molecular cluster, C22H25FIN2O5Si overall in a non-equilibrium geometry, from the Open Molecules 2025 dataset.

Cartesian coordinates (Å):
I -0.203 -2.605 -0.319
Si 0.719 2.701 3.078
F -3.481 1.196 3.503
O 5.456 1.836 -4.160
O 1.436 2.641 -0.796
O -2.203 -3.263 -3.269
O 0.423 1.232 3.950
O -1.110 -7.888 -5.619
N -3.155 0.390 1.452
N -2.747 0.382 2.701
C 4.761 2.102 -1.930
C -1.360 -6.829 -5.082
C -2.789 -4.844 -4.912
C -1.208 -1.347 1.121
C 3.751 2.303 -1.083
C 4.536 2.021 -3.389
C -1.441 -0.045 4.876
C -0.799 -5.150 -3.385
C -0.824 -1.282 2.596
C -0.523 -6.312 -3.977
C -2.360 -0.454 0.704
C -2.728 -0.489 -0.868
C -2.514 -6.006 -5.505
C -1.952 -4.327 -3.809
C 2.466 2.483 2.271
C 3.147 2.173 -3.874
C -1.717 -0.299 3.318
C 2.362 2.455 -1.568
C -0.633 1.362 4.930
C 0.657 4.293 4.131
C 2.137 2.374 -3.027
C -0.496 2.964 1.588
H -0.197 -4.757 -2.575
H -0.703 -0.829 5.271
H -1.757 -0.278 -1.436
H 1.447 4.216 4.956
H -1.315 2.260 4.755
H 3.899 2.364 -0.013
H 0.318 -6.926 -3.680
H 2.863 3.443 1.821
H 2.999 2.113 -4.945
H 5.784 1.989 -1.593
H -3.467 0.347 -1.128
H -1.592 2.899 1.892
H -3.116 -6.398 -6.315
H -3.155 -1.518 -1.076
H -0.395 4.434 4.546
H 3.134 2.065 3.110
H -3.629 -4.229 -5.209
H 2.324 1.642 1.504
H 0.961 5.186 3.475
H 1.114 2.487 -3.364
H -0.347 3.996 1.103
H -0.269 2.217 0.744
H -2.397 -0.025 5.492
H -0.117 1.418 5.953
H 0.005 -1.882 3.063

Results
- Multiplicity: 1
- Charge: +1
- Energy: -55120.4081 eV
- Highest occupied orbital energy: -0.449 hartree
- Frontier orbital gap: 7.34 eV

=====

The following is a quantum chemistry calculation of C28H70Mn2O14 as an isolated structure in a non-equilibrium geometry, from the Open Molecules 2025 dataset.

Cartesian coordinates (Å):
Mn -1.942 -0.315 2.090
Mn 0.781 1.301 2.618
O -0.215 0.426 1.017
O -3.147 1.412 1.876
O -3.737 -0.775 3.171
O -1.510 6.302 -3.592
O 4.255 1.816 -0.553
O -0.824 0.533 3.705
O 3.881 -4.349 0.317
O -2.890 -1.117 0.346
O -2.460 3.473 -2.891
O 4.123 -6.260 2.733
O -1.398 -2.397 2.174
O 2.228 2.313 1.364
O -1.249 0.228 -6.550
O 0.378 -1.627 -5.045
C -1.328 2.813 -2.401
C -4.545 1.276 2.133
C 4.251 -3.101 -0.229
C -1.014 0.878 5.073
C 0.109 0.411 -6.287
C 4.994 0.945 -1.386
C 0.648 -0.263 -5.054
C -1.759 -3.142 1.009
C -4.812 0.164 3.169
C -3.898 -1.735 4.237
C 1.774 3.192 0.300
C 0.216 -0.075 -0.234
C -1.768 5.801 -2.302
C 3.013 -5.617 2.148
C 1.639 -0.582 -0.326
C -2.121 0.581 -5.522
C -3.013 -2.561 0.379
C 3.299 -4.238 1.611
C -2.763 4.668 -2.203
C -2.835 2.682 1.318
C 3.629 2.466 1.654
C 0.807 -2.250 -3.864
C -0.216 -2.945 2.801
C -3.698 -0.562 -0.676
C 4.529 1.603 0.811
C 0.213 0.623 5.912
C -0.956 5.447 -4.555
C 5.145 -6.652 1.830
H 0.178 -1.915 -3.020
H -4.737 -0.901 -0.637
H 0.044 5.099 -4.248
H -4.081 -1.230 5.185
H -2.144 6.661 -1.743
H 0.122 0.686 -1.023
H -0.476 -0.886 -0.490
H 0.253 0.224 -4.141
H 4.494 -2.296 0.474
H 5.573 1.876 1.018
H -1.854 0.268 5.432
H -0.954 -3.100 0.269
H -4.938 0.650 4.139
H 6.072 1.066 -1.247
H -5.741 -0.356 2.926
H -1.594 4.595 -4.788
H -3.140 0.496 -5.902
H 0.611 -3.313 -3.989
H 3.936 3.514 1.649
H 5.591 -5.801 1.313
H 4.759 1.149 -2.427
H 1.978 4.219 0.604
H -0.043 0.679 6.971
H -0.069 -2.350 3.698
H 3.451 -2.757 -0.897
H 1.892 -0.877 -1.345
H -3.678 0.526 -0.650
H -3.315 -0.841 -1.664
H 1.726 -0.032 -4.992
H -3.698 5.031 -2.633
H 4.416 0.542 1.084
H 1.736 -1.519 0.235
H 4.007 -3.732 2.277
H 5.935 -7.119 2.414
H 5.140 -3.271 -0.838
H 2.370 -3.669 1.463
H 0.643 0.158 -7.199
H 4.775 -7.379 1.101
H -2.957 -2.271 4.335
H -1.986 1.606 -5.148
H 0.705 3.031 0.178
H -0.423 3.418 -2.529
H -1.766 2.726 1.107
H -3.346 2.813 0.362
H -1.141 1.928 -3.013
H 2.325 -5.543 2.997
H 2.309 2.971 -0.616
H -3.938 -2.783 0.914
H -2.975 4.458 -1.141
H 1.863 -2.074 -3.634
H -1.992 -4.183 1.250
H -4.909 2.221 2.541
H 3.780 2.172 2.699
H -0.330 -4.012 2.977
H -5.097 1.102 1.206
H -4.697 -2.434 3.992
H -2.117 -0.105 -4.657
H -0.803 5.997 -5.482
H 4.702 -0.093 -1.177
H 2.354 0.160 0.026
H -1.372 1.909 5.189
H 2.552 -6.267 1.393
H 0.654 -0.354 5.706
H 0.289 1.489 -6.106
H -3.053 3.490 2.018
H 0.992 1.386 5.774
H -0.800 5.600 -1.801
H 0.645 -2.785 2.147
H -1.468 2.476 -1.364
H -3.055 -2.932 -0.646

Results
- Multiplicity: 11
- Charge: +2
- Energy: -121458.4331 eV
- Energy above the lowest of the compared OMol25 structures with the same formula, charge and spin: 0.0 kJ/mol
- Highest occupied orbital energy (spin up / spin down): -0.485 / -0.485 hartree
- Frontier orbital gap (spin up / spin down): 7.42 / 6.43 eV